The following is a DFT calculation (the ωB97M-V functional and the def2-TZVPD basis) of a 2-piece molecular cluster, C32H37BrClF6N3O8PS overall in a non-equilibrium geometry.

Cartesian coordinates (Å):
C 3.95697 3.19637 0.88514
C 4.18180 3.37393 -0.60682
Br 4.04584 5.32260 -0.92464
C 3.06859 2.77790 -1.49031
N 3.33178 1.41267 -2.11727
C 4.75138 1.25944 -2.55728
F 4.84944 0.24808 -3.37311
F 5.51680 1.02019 -1.50793
F 5.18097 2.36412 -3.11993
C 3.19117 0.40938 -0.98526
C 1.75955 -0.00469 -0.72454
C 1.81166 -0.81897 0.58072
O 0.60983 -0.67742 1.25822
C 0.70856 0.10902 2.41405
O 0.61952 1.45724 2.05058
C -0.73105 1.79353 1.76389
C -0.75240 3.18262 1.12368
O -1.18747 3.12801 -0.22487
N 1.37842 -0.89371 -1.85134
P -0.29521 -1.51549 -1.78738
C -0.22303 -2.90629 -0.59228
O -1.15501 -0.39038 -0.95901
C 1.78753 -0.41330 -3.17738
F 0.70718 -0.37343 -3.98917
N 2.70088 -1.36227 -3.81933
C 2.25528 -1.85788 -5.10891
O 2.78588 -1.50991 -6.13991
F 1.27852 -2.73240 -5.09649
C 3.04740 -2.46534 -2.96209
O 4.13629 -2.58076 -2.43464
F 2.12134 -3.39635 -2.81562
C 2.32377 1.07959 -3.22681
Cl 0.80918 2.01494 -2.92229
C 2.82892 1.50233 -4.62395
C 1.91995 2.19537 -5.64220
C 0.88819 1.35884 -6.40005
S -0.86658 1.75737 -6.05409
H 4.34200 2.24218 1.21902
H 4.54324 3.94160 1.39054
H 2.91643 3.32239 1.13918
H 5.19846 3.16035 -0.87715
H 2.92350 3.45796 -2.30550
H 2.19795 2.73104 -0.87054
H 3.58682 0.81573 -0.07337
H 3.68585 -0.51356 -1.23680
H 1.08207 0.82260 -0.54895
H 2.65499 -0.46652 1.16938
H 1.98942 -1.85669 0.33761
H -0.11507 -0.12095 3.08028
H 1.62711 -0.06810 2.95593
H -1.29525 1.74208 2.68777
H -1.19085 1.09416 1.07457
H -1.43721 3.81103 1.68050
H 0.25377 3.56378 1.13626
H -1.99966 2.63043 -0.25936
H -0.65527 -2.62191 0.35416
H -0.76624 -3.71452 -1.05021
H 0.78957 -3.23113 -0.39552
H -1.84042 -0.11318 -1.56767
H 3.20668 0.60734 -5.10191
H 3.69092 2.14649 -4.56084
H 2.62000 2.49115 -6.41456
H 1.53471 3.14619 -5.32283
H 1.04131 0.30409 -6.28120
H 0.99227 1.53859 -7.45488
H -0.71796 2.91850 -5.40444
C -6.07227 0.41962 6.94469
C -4.87718 1.02018 6.56364
C -4.06135 0.41012 5.62748
C -4.43064 -0.80944 5.07457
C -5.62106 -1.42221 5.47420
C -6.44305 -0.79840 6.40209
C -6.01702 -2.75170 4.92950
O -7.05067 -3.28179 5.27021
C -5.10115 -3.41566 3.95854
C -5.42059 -4.67828 3.47866
C -4.58694 -5.30270 2.56755
C -3.43305 -4.66445 2.12473
C -3.10760 -3.40793 2.60335
C -3.93416 -2.78190 3.52745
C -3.55236 -1.44499 4.05654
O -2.54238 -0.88962 3.66581
H -6.71231 0.90208 7.67059
H -4.58463 1.96636 6.99821
H -3.13435 0.87676 5.32639
H -7.36850 -1.27019 6.69983
H -6.31935 -5.17013 3.82222
H -4.83523 -6.28856 2.19896
H -2.78621 -5.15280 1.40799
H -2.20898 -2.91044 2.26592

Values from the calculation:
Charge = +1
Frontier orbital gap = 0.3144 Eh
HOMO energy = -11.26 eV